1.
Molecular formula: C5H7O4V
Method: DFT, ωB97M-V/def2-TZVPD

Structure (XYZ):
```
17
Properties=species:S:1:pos:R:3:mulliken_charge:R:1
O -0.850 0.528 1.067 -0.505
V 0.362 1.768 0.177 0.974
C -2.097 0.141 1.439 -0.185
C -2.651 -0.751 0.358 -0.856
H -2.121 -0.282 2.453 0.313
H -3.109 0.678 0.760 0.211
H -2.227 -1.747 0.562 0.330
H -3.728 -0.944 0.420 0.424
C -1.562 -0.486 -1.278 -0.740
C -0.394 0.113 -0.689 0.254
O 0.666 -0.919 -0.571 -0.247
C 1.824 -0.463 -0.214 0.974
O 2.040 0.690 0.186 -0.638
O 2.727 -1.410 -0.158 -0.388
H -2.163 0.245 -1.831 0.333
H -1.428 -1.439 -1.801 0.353
H 3.442 -1.164 0.445 0.394
```

orbital gap (spin up / spin down)	7.927 / 7.977	eV
expectation value of S²	3.763
total charge	+1
HOMO (spin up / spin down)	-12.23 / -12.37	eV
energy relative to the best compared isomer or geometry (same formula, charge and spin)	74.1	kcal/mol
2S+1	4
lowest unoccupied orbital energy (spin up / spin down)	-4.30 / -4.39	eV

---

2.
Molecular formula: C3H9O
Method: DFT, ωB97M-V/def2-TZVPD

Structure (XYZ):
```
13
Properties=species:S:1:pos:R:3:mulliken_charge:R:1
C 2.365 -0.219 -1.037 -0.676
H 1.469 -0.112 -0.390 0.102
H 2.913 0.647 -1.457 0.190
H 1.934 -0.942 -1.861 0.181
H 3.037 -0.800 -0.446 0.231
C -1.004 0.002 1.259 -0.499
O 0.264 0.537 1.069 -0.941
C -1.953 0.386 0.024 -0.960
H -1.633 0.284 2.116 0.291
H -0.862 -1.044 1.468 0.240
H -2.766 -0.272 0.031 0.364
H -1.445 0.117 -0.870 0.252
H -2.318 1.415 0.094 0.224
```

orbital gap	6.777	eV
total charge	-1
HOMO	-2.16	eV
energy relative to the best compared isomer or geometry (same formula, charge and spin)	19.1	kcal/mol
2S+1	1
lowest unoccupied orbital energy	4.62	eV

---

3.
Molecular formula: C5H9FN
Method: DFT, ωB97M-V/def2-TZVPD

Structure (XYZ):
```
16
Properties=species:S:1:pos:R:3:mulliken_charge:R:1
C 1.646 -1.639 -0.658 0.023
C -1.562 -1.208 0.571 -1.375
C 0.995 1.632 -0.582 -1.332
C -1.168 0.234 0.262 -0.570
C 0.298 0.377 -0.090 0.759
N 1.032 -0.763 -0.290 0.130
F 1.039 0.306 1.561 -0.448
H 2.360 -2.341 -0.976 0.493
H -1.456 -1.724 -0.288 0.447
H -1.034 -1.587 1.304 0.466
H -2.629 -1.057 0.982 0.340
H 2.116 1.694 -0.471 0.388
H 0.763 1.733 -1.622 0.427
H 0.464 2.558 -0.197 0.320
H -1.214 1.031 0.985 0.437
H -1.649 0.754 -0.490 0.497
```

orbital gap	10.780	eV
total charge	+1
HOMO	-16.52	eV
energy relative to the best compared isomer or geometry (same formula, charge and spin)	77.9	kcal/mol
2S+1	1
lowest unoccupied orbital energy	-5.74	eV

---

4.
Molecular formula: C3H11NS2
Method: DFT, ωB97M-V/def2-TZVPD

Structure (XYZ):
```
17
Properties=species:S:1:pos:R:3:mulliken_charge:R:1
C -2.648 -1.102 0.478 -1.054
C -1.502 -0.214 0.850 -0.113
N -0.268 -0.890 1.261 -0.496
H -2.384 -1.556 -0.503 0.259
H -3.487 -0.432 0.208 0.298
H -2.944 -1.909 1.144 0.326
H -1.916 0.479 1.624 0.228
H -1.131 0.438 0.056 0.218
H -0.413 -1.470 2.080 0.196
H 0.659 -0.321 1.444 0.149
C 2.147 1.610 -0.366 -0.896
S 2.392 -0.086 -0.869 -0.047
S 1.922 -0.114 -2.879 -0.213
H 2.668 2.262 -1.029 0.395
H 1.131 1.772 -0.628 0.282
H 2.622 1.832 0.570 0.316
H 3.154 -0.298 -3.439 0.153
```

structure (SMILES)	CCN.CSS
orbital gap	9.197	eV
total charge	0
HOMO	-8.61	eV
energy relative to the best compared isomer or geometry (same formula, charge and spin)	23.9	kcal/mol
2S+1	1
lowest unoccupied orbital energy	0.58	eV

---

5.
Molecular formula: C4H5ClOS
Method: DFT, ωB97M-V/def2-TZVPD

Structure (XYZ):
```
12
Properties=species:S:1:pos:R:3:mulliken_charge:R:1
C 1.445 0.114 1.040 -0.315
C 0.685 0.098 -0.015 0.333
C -0.578 0.499 -0.712 -0.932
C 1.913 -0.811 -0.140 -0.582
O -2.647 1.108 1.370 -0.411
S -2.604 0.910 -0.051 0.527
Cl -3.107 -1.153 -0.315 -0.220
H 1.431 0.213 2.102 0.327
H -0.763 -0.251 -1.459 0.481
H -0.297 1.536 -0.920 0.341
H 2.813 -0.464 -0.803 0.176
H 1.708 -1.799 -0.097 0.274
```

orbital gap	8.897	eV
total charge	0
HOMO	-9.15	eV
energy relative to the best compared isomer or geometry (same formula, charge and spin)	98.1	kcal/mol
2S+1	1
lowest unoccupied orbital energy	-0.26	eV

---

6.
Molecular formula: C5H6ClN
Method: DFT, ωB97M-V/def2-TZVPD

Structure (XYZ):
```
13
Properties=species:S:1:pos:R:3:mulliken_charge:R:1
C -1.880 -0.133 0.100 -0.524
C -0.496 0.302 0.027 0.828
C 0.456 -0.670 0.149 -0.452
C -0.269 1.700 0.076 -0.482
C 0.032 2.917 -0.123 -0.248
H -3.569 -1.395 0.248 0.317
H -1.412 -2.416 0.481 0.312
H -2.210 0.252 -0.790 0.359
H -2.175 0.440 0.996 0.287
H 0.163 -1.759 0.307 -0.066
H 0.100 3.933 0.043 0.426
N -2.209 -1.580 -0.283 -0.587
Cl 2.206 -0.746 -0.040 -0.169
```

orbital gap	9.046	eV
total charge	0
HOMO	-8.99	eV
energy relative to the best compared isomer or geometry (same formula, charge and spin)	171.5	kcal/mol
2S+1	1
lowest unoccupied orbital energy	0.05	eV

---

7.
Molecular formula: C4H11NO2
Method: DFT, ωB97M-V/def2-TZVPD

Structure (XYZ):
```
18
Properties=species:S:1:pos:R:3:mulliken_charge:R:1
C 2.034 -0.833 -0.759 -1.095
C 1.464 0.541 -0.419 -0.457
N 0.054 0.665 -0.927 -0.228
C -0.644 1.994 -0.620 -0.878
H 2.294 -0.836 -1.830 0.310
H 2.918 -1.051 -0.177 0.350
H 1.289 -1.630 -0.577 0.285
H 1.351 0.659 0.657 0.347
H 2.117 1.338 -0.786 0.402
H -0.631 -0.277 -0.404 0.395
H 0.104 0.574 -1.972 0.324
H -0.898 2.099 0.439 0.271
H -1.538 2.052 -1.216 0.350
H 0.053 2.804 -0.914 0.355
O -1.467 -1.124 -0.015 -0.645
C -1.257 -1.118 1.282 0.080
O -0.441 -0.372 1.828 -0.553
H -1.758 -1.921 1.863 0.384
```

orbital gap	10.219	eV
total charge	0
HOMO	-9.44	eV
energy relative to the best compared isomer or geometry (same formula, charge and spin)	20.6	kcal/mol
2S+1	1
lowest unoccupied orbital energy	0.78	eV

---

The lowest energy relative to the best compared isomer or geometry (same formula, charge and spin) belongs to which entry? C3H9O